1.
Formula: C2H4NP
Source: the Open Molecules 2025 dataset
Level of theory: ωB97M-V/def2-TZVPD

Its lowest unoccupied orbital energy (alpha / beta) is -0.649 / -0.148 eV. The value obtained for the molar mass is 73.035 g mol⁻¹. As for the frontier orbital gap (alpha / beta): 6.7 / 9.1 eV. As for the charge: 0.

Geometry (Å):
C  -0.218  -0.517  -1.124
C  0.034  0.803  -0.559
N  -1.086  -1.286  -1.726
P  0.430  -2.160  -1.501
H  -0.435  1.440  -1.250
H  1.051  0.923  -0.249
H  -0.355  0.790  0.417
H  0.177  -1.853  1.722

***

2.
Formula: C12H20N2O2S
Source: the Open Molecules 2025 dataset
Level of theory: ωB97M-V/def2-TZVPD

Its lowest unoccupied orbital energy is 0.732 eV. The value obtained for the molar mass is 256.371 g mol⁻¹. As for the frontier orbital gap: 9.1 eV. As for the charge: 0.

Geometry (Å):
C  -1.272  1.614  -1.663
C  -0.166  0.813  -1.038
C  -0.371  -0.545  -0.835
C  0.607  -1.345  -0.263
C  1.817  -0.774  0.109
C  2.024  0.576  -0.098
C  1.051  1.391  -0.663
C  1.342  2.862  -0.859
H  0.465  3.346  -1.293
C  2.509  3.056  -1.831
H  2.295  2.567  -2.779
H  2.672  4.116  -2.017
H  3.426  2.634  -1.429
C  1.632  3.546  0.480
H  1.768  4.615  0.333
H  2.534  3.147  0.936
H  0.804  3.393  1.169
H  2.973  1.001  0.193
H  2.592  -1.385  0.551
N  0.373  -2.709  -0.077
S  -1.137  -3.356  0.125
O  -0.913  -4.656  0.679
O  -1.889  -3.243  -1.080
N  -1.820  -2.313  1.255
C  -3.265  -2.399  1.282
H  -3.663  -1.521  1.790
H  -3.614  -3.305  1.790
H  -3.609  -2.414  0.251
C  -1.197  -2.461  2.550
H  -1.309  -3.480  2.938
H  -0.139  -2.230  2.451
H  -1.649  -1.753  3.244
H  1.095  -3.228  0.396
H  -1.299  -1.006  -1.130
H  -1.608  2.403  -0.991
H  -2.117  0.969  -1.885
H  -0.940  2.075  -2.592

***

3.
Formula: C21H41I2NO15P
Source: the Open Molecules 2025 dataset
Level of theory: ωB97M-V/def2-TZVPD

Its lowest unoccupied orbital energy is -4.329 eV. The value obtained for the molar mass is 832.333 g mol⁻¹. As for the frontier orbital gap: 7.6 eV. As for the charge: +1.

Geometry (Å):
C  -4.383  -3.307  0.900
C  -3.278  -2.168  1.430
N  -3.786  -0.896  1.593
C  -1.674  -2.558  1.703
P  -1.412  -4.416  2.043
C  -0.990  -4.876  3.844
I  0.304  -6.658  4.158
C  -1.450  -4.193  5.081
C  -2.449  -2.898  4.986
I  -0.858  -4.876  7.115
H  -4.415  -4.236  1.649
H  -5.490  -2.871  0.897
H  -4.091  -3.628  -0.202
H  -4.808  -0.854  1.356
H  -1.124  -2.276  0.684
H  -1.192  -1.901  2.551
H  -0.249  -4.818  1.239
H  -2.499  -5.271  1.576
H  -1.900  -1.898  4.634
H  -2.810  -2.662  6.096
H  -3.426  -3.104  4.362
C  1.622  -2.923  9.082
O  2.719  -2.013  9.120
C  2.375  -0.716  8.918
O  1.246  -0.296  8.715
O  3.504  0.034  8.980
C  3.294  1.430  8.783
H  2.012  -3.930  9.256
H  0.900  -2.693  9.872
H  1.140  -2.906  8.099
H  2.639  1.835  9.562
H  2.878  1.622  7.789
H  4.263  1.932  8.854
C  9.793  2.490  8.427
O  9.145  1.371  9.028
C  8.201  0.787  8.247
O  7.885  1.138  7.121
O  7.670  -0.254  8.936
C  6.655  -0.967  8.233
H  10.527  2.878  9.139
H  10.322  2.188  7.517
H  9.071  3.284  8.210
H  7.059  -1.408  7.315
H  5.808  -0.311  8.008
H  6.302  -1.777  8.877
C  -4.840  1.205  -4.927
O  -3.706  1.247  -4.062
C  -4.012  1.233  -2.740
O  -5.135  1.189  -2.264
O  -2.850  1.276  -2.040
C  -3.019  1.267  -0.623
H  -4.478  1.220  -5.959
H  -5.407  0.281  -4.775
H  -5.476  2.082  -4.772
H  -3.514  0.345  -0.299
H  -3.583  2.146  -0.296
H  -2.027  1.304  -0.165
C  -1.991  0.088  -7.400
O  -2.949  0.389  -8.413
C  -2.571  0.025  -9.664
O  -1.519  -0.515  -9.967
O  -3.567  0.367  -10.520
C  -3.306  0.042  -11.884
H  -2.396  0.422  -6.441
H  -1.815  -0.991  -7.343
H  -1.054  0.625  -7.583
H  -3.183  -1.039  -12.006
H  -2.422  0.576  -12.246
H  -4.167  0.359  -12.478
C  1.918  6.241  -9.404
O  1.270  5.122  -8.803
C  0.326  4.538  -9.584
O  0.010  4.889  -10.710
O  -0.205  3.497  -8.895
C  -1.220  2.784  -9.599
H  2.652  6.629  -8.693
H  2.447  5.938  -10.314
H  1.196  7.035  -9.621
H  -0.817  2.343  -10.516
H  -2.068  3.439  -9.823
H  -1.573  1.974  -8.954

***

4.
Formula: C7H17NO
Source: the Open Molecules 2025 dataset
Level of theory: ωB97M-V/def2-TZVPD

Its lowest unoccupied orbital energy (alpha / beta) is 0.687 / 0.685 eV. The value obtained for the molar mass is 131.219 g mol⁻¹. As for the frontier orbital gap (alpha / beta): 6.5 / 6.5 eV. As for the charge: 0.

Geometry (Å):
C  0.539  -0.456  0.339
C  -2.081  -0.233  0.682
C  -0.220  0.649  -0.005
C  2.294  0.938  -0.215
C  0.656  -1.639  -0.575
C  -3.091  0.438  -0.205
C  2.881  0.624  -1.567
N  -2.226  0.073  2.056
O  0.707  -0.722  1.672
H  0.877  -1.660  1.809
H  -2.020  -1.310  0.533
H  -2.321  1.068  2.224
H  -1.465  -0.290  2.618
H  -0.250  1.493  0.671
H  -0.384  0.826  -1.057
H  2.901  0.588  0.619
H  2.085  1.998  -0.080
H  1.654  -2.073  -0.484
H  0.504  -1.351  -1.612
H  -0.064  -2.415  -0.305
H  -4.121  0.205  0.095
H  -2.967  0.121  -1.241
H  -2.981  1.527  -0.169
H  2.216  0.951  -2.373
H  3.851  1.108  -1.754
H  3.025  -0.456  -1.676